74
Properties=species:S:1:pos:R:3 method="wB97M-V/def2-TZVPD" lumo_ev=-0.716 homo_lumo_gap_ev=7.205 relative_energy_kcal_mol=0.0
H 0.8146 -5.2617 -3.4861
Cl 5.9625 4.4649 -0.6127
C 0.5734 -4.2318 -3.2561
In 0.1659 0.0259 0.1375
O 1.4142 -3.7047 1.0184
H 0.9396 3.9976 -0.2875
H 0.1463 -1.2234 -5.9669
H 4.4910 -0.1222 -1.2793
C -4.9625 0.0699 0.6745
C -0.0493 -1.6065 -2.6030
H -6.0266 0.0189 0.8653
S 0.1904 -2.9565 1.0620
H -0.3760 1.1062 -5.2745
H 0.5754 -4.6045 -1.1326
C -0.8544 -5.4680 1.3054
H -4.5077 -4.2335 1.0069
H 0.5729 -3.6127 -5.2999
C 0.4404 -3.3260 -4.2645
C 0.1321 -1.9811 -3.9471
O 1.8849 0.3975 1.5199
C 5.1269 1.8972 -0.9933
H 3.5949 2.2846 6.6309
C 2.4351 2.5218 -0.6787
H -5.0973 -0.5615 -1.3854
C -3.2138 -5.9300 1.2647
H 6.0662 2.0359 3.1215
C 0.4189 -3.8621 -1.9013
H -2.6371 -0.4342 -1.7158
C 3.4243 3.5347 -0.5800
O 0.0743 2.2004 -0.3875
H -2.1125 1.1897 3.4237
C 4.7375 3.2314 -0.7356
C -0.2850 0.3106 -4.5485
C 4.9534 2.1975 4.9622
C 4.0029 1.5192 2.8787
C 0.0035 -0.9691 -4.9231
N -0.3606 -0.3289 -2.2515
O -0.0183 -1.9961 2.1248
N -0.5292 0.8300 2.1621
H 6.1814 1.6717 -1.0917
C 0.1141 -2.5698 -1.5550
C 2.8044 1.1698 -0.9585
C 5.1034 1.9305 3.6028
C -2.7302 0.5008 1.4031
N -2.2389 0.1885 0.1950
O 1.9549 0.2268 -1.1049
C -2.4448 -3.6657 1.0247
C 2.7471 1.3930 3.4769
H 3.1194 4.5527 -0.3672
C 3.7228 2.0763 5.5770
H 4.0917 1.2767 1.8272
H -1.7000 -7.4279 1.5109
C 1.0928 2.9200 -0.4433
H -4.4451 0.7131 2.6650
H 5.8082 2.5119 5.5483
N 0.3844 1.1917 3.0811
C -1.9059 -6.3745 1.3737
H -2.6361 -2.6081 0.8886
H -4.0296 -6.6397 1.3146
C -1.7688 0.8851 2.4399
C 1.6253 0.9432 2.6238
C -0.4584 0.5882 -3.1809
H -0.6809 1.5939 -2.8410
C 2.6020 1.6940 4.8409
H 0.1755 -5.7884 1.3868
N -0.0931 -2.0842 -0.2602
C -3.0849 -0.1810 -0.7654
C -3.4843 -4.5761 1.0906
H 0.7248 1.4946 4.8158
C 4.1989 0.9041 -1.1005
C -1.1358 -4.1234 1.1329
O 1.4257 1.6259 5.4943
C -4.0911 0.4548 1.6760
C -4.4536 -0.2542 -0.5737

75
Properties=species:S:1:pos:R:3 method="wB97M-V/def2-TZVPD" lumo_ev="-0.665 / -0.997" homo_lumo_gap_ev="7.468 / 7.120" spin_multiplicity=3 relative_energy_kcal_mol=17.4 s_squared=2.013
C 5.4846 -3.0636 0.2560
H -2.0077 -1.3261 -5.2758
H 0.2721 -6.0893 2.5757
O -3.6561 4.6150 -1.1064
H 1.9166 4.0507 -0.2230
C -4.9207 2.9603 0.6769
C -2.8306 3.9767 -0.2552
C -3.4212 0.9877 1.7615
V -0.6825 1.3076 0.7439
O 1.2343 0.3303 3.0493
H -0.3488 3.4319 5.3611
O -1.2379 1.0526 -1.1029
N 1.9338 -1.5483 1.9364
C 0.3621 1.0890 -5.6458
O 0.8495 -0.9754 -1.2976
N -2.8033 1.9197 1.0253
H 1.6455 -4.0797 2.5272
C 1.4606 4.3634 2.6474
H -1.9886 -0.2927 -1.9694
H 4.1937 -2.5246 1.8720
H 2.0112 -2.0790 2.7864
C 0.9709 -4.2662 1.6989
C 1.3640 -0.3103 2.0199
H 2.2570 5.0216 2.3284
H -1.2672 -6.6041 0.6997
C 3.1480 -2.5035 -0.0026
N 0.9736 0.1193 0.7446
H 1.0185 1.5183 -6.3907
C -2.5644 -0.1792 2.2377
N -0.1420 2.7063 2.1049
C 0.0023 3.4855 4.3411
H 1.0548 2.3499 -4.0576
C 1.1950 3.4285 0.2934
C 1.7965 -2.1353 0.6230
C -3.5543 2.8910 0.5032
H -1.3926 -5.0499 -1.2291
C -1.3213 -0.0395 -3.7205
O -1.6980 4.3066 -0.0467
O -2.9261 -0.8358 3.1814
C 0.3824 1.5546 -4.3496
C -0.3836 1.5121 -1.9949
H 1.5098 4.9651 4.7017
C -0.6587 -5.7085 0.6769
C 4.4886 -3.0704 -1.9234
C -0.4589 1.0143 -3.3706
H 6.5531 -3.5376 -1.5446
H -3.1205 5.3174 -1.5122
H -5.1844 0.2305 2.6667
C 1.0339 4.3294 3.9661
O -1.4940 -0.3190 1.5019
H -1.3864 2.0204 3.6012
H 4.5674 -3.2145 -2.9939
C -0.5090 0.0507 -5.9804
N 0.4723 2.5860 -0.3240
C -0.5765 2.6990 3.3665
C 5.6019 -3.2532 -1.1127
H 2.4049 -2.5610 -2.0130
H -5.4748 3.7564 0.2035
C 3.2680 -2.7031 -1.3744
C 0.8973 -3.3807 0.6286
C 0.2001 -5.4189 1.7283
C -5.5475 2.0062 1.4721
C 0.0466 -3.6842 -0.4303
H -0.5309 -0.3279 -6.9956
C 4.2645 -2.6880 0.8046
C 1.1380 -0.9428 -0.1221
H -6.6170 2.0467 1.6347
C 0.8669 3.5218 1.7323
C -4.7807 1.0107 2.0363
C -1.3387 -0.5108 -5.0333
H -0.0219 -3.0119 -1.2736
N 0.5446 2.3981 -1.6849
H 6.3432 -3.2023 0.9015
O -2.1537 -0.6557 -2.8605
C -0.7275 -4.8379 -0.4007

71
Properties=species:S:1:pos:R:3 method="wB97M-V/def2-TZVPD" lumo_ev=-7.495 homo_lumo_gap_ev=4.515 relative_energy_kcal_mol=86.9 charge=+2
H -3.7636 -0.5595 3.9547
O -0.1614 1.6928 -1.0190
H 1.2505 -3.3697 0.1105
O -3.6436 5.6072 -0.0125
H 2.0816 -0.2138 1.2859
C -3.3091 -4.9074 0.1620
C 3.1726 -1.5738 -1.4836
H -4.0769 4.9168 -1.8597
Cl -2.1177 -7.3020 0.5255
C -1.6951 3.5001 -1.1387
H -5.2581 1.7765 -0.1512
C -2.0984 -5.5973 0.2867
C -3.2830 5.4961 -1.3829
H 2.2725 3.3674 -3.2498
C -4.9374 1.2831 0.7568
C -0.9342 5.4685 -2.2452
C -3.5815 1.1074 0.9966
H -3.2096 6.3751 0.3731
C 2.9105 -0.9832 -2.7491
C -0.9042 -3.5399 0.0193
H -3.2647 6.4718 -1.8717
C -2.1055 -2.8565 -0.1052
H 2.5886 0.0490 -2.7915
H 0.0400 -5.4577 0.3251
C 3.0429 -0.8358 -0.3446
C 5.0153 1.7877 3.2501
C 3.8111 -3.6394 -2.5588
C 3.6274 -2.9183 -1.4040
H 7.2162 1.8266 0.6751
H -3.5093 3.4037 0.0248
O -2.0007 -1.5647 -0.2704
C 4.1305 0.6178 1.3474
C -0.4341 2.9571 -1.4032
H -6.9199 0.9366 1.4721
H -6.1729 -0.2534 3.5134
C -0.8945 -4.9211 0.2228
H 3.6870 -3.6161 -4.6969
H 3.0828 0.8587 3.2094
C 6.3130 1.6100 1.2283
C 1.9585 3.2303 -2.2161
H 2.0472 2.1827 -1.9348
C 0.5579 3.7336 -2.0330
O 0.4340 -1.5756 -0.3279
H 2.9048 -1.2887 -4.8640
C -5.4470 0.1321 2.8113
C -3.1791 0.4453 2.1490
C 3.9888 1.0709 2.6554
H 6.9744 2.6155 3.0029
N -2.5755 1.5785 0.0864
C 5.2949 0.8922 0.6302
C -2.6745 2.8129 -0.3336
H 2.6365 3.8114 -1.5900
H -1.0935 6.4688 -2.6305
H 4.9088 2.1373 4.2673
C 3.0342 -0.1679 0.7562
H -4.2465 -5.4426 0.2197
Cl -4.7870 -2.6544 -0.1609
C -4.0938 -0.0482 3.0611
C 6.1745 2.0553 2.5385
N 0.2851 4.9521 -2.4501
H 5.4023 0.5532 -0.3932
H 4.1690 -4.6584 -2.5207
C -3.3146 -3.5346 -0.0299
C -5.8651 0.7994 1.6647
C 3.5393 -3.0414 -3.7912
Ta -1.1624 0.1345 -0.4927
I -1.1222 0.2261 2.4814
C -1.9505 4.8160 -1.5844
C 0.3361 -2.7826 -0.0675
H 3.8256 -3.3458 -0.4305
C 3.0916 -1.7227 -3.8921